(1)
Computed, not measured: a molecular structure, C10H20O3PtS2, with wB97M-V/def2-TZVPD.

Frontier orbital gap in eV: 6.10
Max |F| in eV/Å: 2.44
Energy in a.u.: -1534.35428
HOMO energy in eV: -6.328

The geometry in XYZ format:
```
36
Properties=species:S:1:pos:R:3:forces:R:3:mulliken_charge:R:1
Pt -0.059 -0.192 -1.014 1.5 -1.4 0.3 0.589
C -1.739 -1.024 1.538 0.2 -0.2 0.4 -0.638
O -2.187 -1.095 0.200 0.5 0.2 -0.4 -0.260
C -3.395 -0.437 -0.062 -0.3 0.6 -0.2 -0.719
C -3.239 1.086 -0.075 -0.1 -0.3 0.2 -0.431
O -2.202 1.395 -0.982 -0.1 -0.3 0.0 -0.235
C -1.813 2.747 -0.978 0.4 0.4 0.2 -0.751
C -0.903 3.087 0.207 -0.4 0.0 -0.2 -0.565
O 0.160 2.173 0.190 -0.3 -0.1 -0.6 -0.073
C 1.088 2.368 1.226 0.3 -0.1 0.3 -0.812
H -2.501 -1.425 2.218 0.0 0.0 -0.1 0.342
H -1.483 -0.004 1.843 0.0 0.0 -0.1 0.218
H -0.842 -1.642 1.575 -0.1 0.1 0.1 0.190
H -4.165 -0.722 0.670 0.1 0.0 -0.1 0.400
H -3.692 -0.768 -1.059 -0.1 0.0 0.1 0.297
H -3.015 1.454 0.937 0.0 0.0 -0.1 0.307
H -4.176 1.559 -0.405 0.1 -0.1 0.1 0.360
H -2.697 3.402 -0.972 0.1 0.0 -0.1 0.402
H -1.250 2.885 -1.904 -0.1 0.1 0.1 0.327
H -1.446 3.017 1.164 0.1 0.0 -0.1 0.361
H -0.537 4.119 0.103 -0.1 -0.1 0.0 0.432
H 1.521 3.374 1.182 -0.1 -0.1 0.0 0.322
H 1.869 1.629 1.075 0.1 0.0 0.1 0.199
H 0.620 2.221 2.208 0.0 0.0 -0.1 0.320
C 4.278 -1.510 -0.645 -0.1 0.0 -0.1 -1.685
C 2.805 -1.440 -0.942 -0.8 -2.3 0.2 0.629
S 2.236 0.138 -1.351 -2.2 0.2 0.1 -0.385
C 2.005 -2.551 -0.901 2.0 1.4 0.0 0.525
C 2.539 -3.922 -0.594 -0.2 0.1 0.1 -1.394
S 0.305 -2.520 -1.202 -0.8 2.2 0.0 -0.344
H 4.673 -0.502 -0.569 0.2 0.1 0.1 0.430
H 4.819 -2.037 -1.431 0.1 0.0 -0.1 0.350
H 4.456 -2.030 0.297 0.1 0.1 0.0 0.342
H 3.620 -3.936 -0.510 0.1 0.0 0.0 0.344
H 2.240 -4.615 -1.378 0.0 -0.2 -0.1 0.336
H 2.108 -4.279 0.342 0.0 -0.1 0.1 0.269
```
Forces are in eV/Å.

=====

(2)
Computed, not measured: a molecular structure, C21H25OTc, with wB97M-V/def2-TZVPD.

Frontier orbital gap (spin up / spin down) in eV: 3.04 / 6.48
2S+1: 4
Max |F| in eV/Å: 3.26
Energy in a.u.: -971.01261
Expectation value of S²: 3.777
HOMO energy (spin up / spin down) in eV: -0.015 / -4.001
Charge: -1

The geometry in XYZ format:
```
48
Properties=species:S:1:pos:R:3:forces:R:3:mulliken_charge:R:1
Tc -0.098 -1.175 -0.192 2.0 1.1 2.3 -0.003
C -2.047 -2.162 0.644 -0.8 0.7 -0.6 -0.643
C -2.551 -0.901 1.133 -0.5 -0.9 0.1 -0.486
C -2.526 0.034 0.083 0.5 -0.8 -1.0 -0.043
H -2.952 -0.747 2.130 0.6 0.2 -0.2 0.367
C -2.056 -0.627 -1.106 -2.5 -0.1 0.7 -0.521
C -1.906 -2.041 -0.786 -0.9 0.1 0.1 -0.914
H -1.863 -2.857 -1.496 0.1 0.1 0.1 0.536
H -1.960 -3.086 1.211 0.0 0.3 -0.2 0.495
H -2.846 1.073 0.100 0.4 -0.2 0.3 0.477
H -2.073 -0.189 -2.102 0.1 -0.1 0.3 0.593
C 2.011 -1.626 -0.659 0.3 0.1 -0.4 -1.183
C 1.112 -2.440 -1.426 0.4 -0.1 -0.2 0.044
C 0.346 -1.555 -2.257 0.8 0.1 -0.8 -0.948
H 1.067 -3.523 -1.434 0.1 0.2 0.0 0.441
C 0.718 -0.203 -1.948 0.8 -0.1 -0.3 0.075
C 1.788 -0.253 -0.988 -0.1 -0.3 -0.6 -0.305
H 2.315 0.606 -0.580 -0.3 -0.2 0.1 0.435
H 2.772 -2.009 0.011 -0.3 0.2 0.0 0.535
H -0.347 -1.875 -3.024 -0.1 0.2 0.2 0.582
H 0.306 0.700 -2.387 0.1 -0.2 0.2 0.148
O -0.762 0.936 2.176 -0.7 -2.8 1.3 -0.366
C -0.108 3.576 -2.056 -0.2 0.6 0.9 1.253
C -0.327 3.834 -0.750 0.0 -0.3 -1.0 -1.355
C -1.232 3.284 -3.009 0.0 0.1 0.2 -1.183
C 1.275 3.747 -2.618 0.1 -0.1 0.1 -1.419
C -0.541 2.040 1.704 0.7 2.6 -1.2 -0.812
H -1.331 3.810 -0.339 0.2 0.0 0.0 0.252
H 0.495 4.114 -0.095 -0.2 -0.1 0.0 0.377
H 0.501 2.385 1.533 -0.1 0.3 -0.1 0.021
H -1.354 2.743 1.461 0.1 0.2 0.0 0.414
H -1.315 4.091 -3.752 -0.1 -0.2 0.0 0.360
H -2.172 3.206 -2.451 0.1 0.0 -0.2 0.298
H -1.085 2.344 -3.559 0.0 0.1 0.0 0.243
H 1.424 4.791 -2.937 0.1 -0.2 -0.1 0.406
H 1.467 3.087 -3.472 0.0 0.1 0.1 0.308
H 2.008 3.532 -1.832 0.0 0.1 -0.2 0.326
C 1.553 -2.857 4.247 -0.2 -0.1 -0.1 -0.353
C 1.499 -1.475 4.038 0.4 -0.1 -0.3 -0.626
C 1.211 -0.964 2.761 0.3 -0.2 0.9 -0.035
C 0.750 -1.820 1.773 -0.8 0.1 -1.4 0.518
C 0.819 -3.197 1.959 0.3 -0.2 1.0 -0.105
C 1.244 -3.721 3.188 0.0 0.1 -0.1 -0.595
H 1.839 -3.262 5.222 -0.1 0.1 -0.3 0.337
H 1.705 -0.783 4.859 0.1 -0.2 -0.2 0.357
H 1.361 0.095 2.568 -0.5 -0.1 0.1 0.112
H 0.550 -3.875 1.146 0.0 0.1 0.2 0.246
H 1.316 -4.804 3.306 0.0 0.2 0.1 0.338
```
Forces are in eV/Å.

=====

(3)
Computed, not measured: a molecular structure, C22H34NOsP3, with wB97M-V/def2-TZVPD.

Frontier orbital gap (spin up / spin down) in eV: 6.63 / 5.46
2S+1: 5
Max |F| in eV/Å: 3.26
Energy in a.u.: -2027.62712
Expectation value of S²: 6.036
HOMO energy (spin up / spin down) in eV: -11.915 / -14.297
Charge: +2

The geometry in XYZ format:
```
61
Properties=species:S:1:pos:R:3:forces:R:3:mulliken_charge:R:1
C -1.549 3.189 -3.694 0.0 0.6 -0.3 -0.715
C -1.294 1.897 -3.241 0.5 -1.1 0.4 0.456
C 0.032 1.383 -3.257 -0.1 1.1 -0.3 -0.067
C 1.084 2.206 -3.771 -1.2 1.0 0.1 1.041
C 0.780 3.537 -4.192 1.6 -1.4 0.3 -0.740
C -0.514 4.005 -4.155 -1.2 0.3 0.2 -0.799
C 2.378 1.655 -3.776 1.4 1.1 -0.7 -1.445
C 2.570 0.270 -3.678 0.6 -1.5 0.2 1.143
C 1.466 -0.515 -3.212 1.3 -0.4 -0.2 0.342
C 1.595 -1.926 -3.149 -0.7 0.6 0.2 0.055
C 2.819 -2.524 -3.460 0.4 0.0 -0.2 -0.663
C 3.912 -1.749 -3.864 0.0 -1.7 0.4 -0.830
C 3.803 -0.386 -3.967 -0.8 1.9 -0.1 -0.767
H -2.580 3.560 -3.689 0.5 -0.1 0.0 0.442
H 1.618 4.166 -4.527 -0.5 -0.3 0.2 0.445
H -0.739 5.032 -4.455 0.1 -0.4 0.0 0.414
H 3.234 2.293 -4.047 -0.5 -0.3 0.1 0.382
H 2.905 -3.613 -3.385 0.0 0.4 -0.1 0.451
H 4.868 -2.258 -4.049 -0.5 0.3 0.0 0.395
H 4.657 0.237 -4.272 -0.4 -0.4 0.2 0.450
N 0.360 0.147 -2.723 -1.1 -0.5 0.5 -0.076
Os -0.188 -0.310 -0.525 2.2 1.5 -1.8 0.756
C -2.399 1.027 -2.699 0.0 -0.2 0.1 -1.248
H -2.425 0.034 -3.187 0.0 0.5 0.1 0.358
H -3.382 1.518 -2.816 0.4 -0.3 0.0 0.628
C 0.402 -2.762 -2.747 -0.2 0.0 0.1 -1.208
H -0.508 -2.480 -3.312 0.5 -0.2 0.1 0.403
H 0.601 -3.836 -2.902 -0.1 0.4 0.0 0.653
P -2.146 0.702 -0.885 -2.6 1.4 -0.9 0.821
P -0.049 -2.539 -0.961 0.9 -1.8 -0.7 0.589
C 1.356 -3.355 -0.120 -0.4 -0.1 0.0 -1.240
H 1.242 -3.303 0.970 0.1 -0.1 -0.4 0.245
H 1.412 -4.400 -0.452 0.1 0.2 0.2 0.477
H 2.263 -2.817 -0.421 -0.1 -0.2 0.1 0.360
C -1.518 -3.619 -0.802 0.0 0.2 0.2 -1.237
H -1.227 -4.660 -1.002 -0.1 0.3 0.0 0.462
H -1.947 -3.551 0.202 0.1 -0.1 -0.4 0.310
H -2.275 -3.300 -1.530 0.2 -0.1 0.1 0.387
C -2.363 2.387 -0.221 0.2 0.0 0.1 -1.465
H -3.323 2.795 -0.561 0.2 -0.1 0.1 0.431
H -2.316 2.385 0.870 -0.1 0.2 -0.3 0.368
H -1.540 2.993 -0.612 -0.2 0.1 0.1 0.353
C -3.714 -0.146 -0.464 0.3 -0.1 0.1 -1.140
H -3.786 -0.293 0.618 -0.1 0.0 -0.2 0.336
H -4.557 0.468 -0.802 0.2 -0.1 0.1 0.511
H -3.751 -1.122 -0.962 0.0 0.2 0.1 0.321
H 1.355 0.878 -0.511 -1.5 -0.6 1.1 0.224
H 0.722 0.982 0.250 1.2 0.0 -0.8 -0.100
C -1.579 -1.979 2.174 -0.1 -0.2 0.2 -1.479
P -0.472 -0.628 1.673 -0.7 -0.3 1.6 1.151
C -1.229 0.780 2.555 0.3 -0.1 0.4 -1.471
C 1.074 -1.015 2.576 0.2 0.4 -0.1 -1.294
H -2.532 -1.908 1.636 0.2 -0.1 0.1 0.302
H -1.786 -1.950 3.254 0.1 0.0 -0.3 0.525
H -1.102 -2.939 1.945 -0.2 0.2 0.1 0.433
H -1.251 0.538 3.630 -0.1 0.2 -0.4 0.540
H -0.626 1.689 2.426 -0.2 -0.2 0.0 0.397
H -2.252 0.960 2.186 0.4 -0.2 0.3 0.376
H 1.114 -0.478 3.532 -0.1 -0.2 -0.1 0.438
H 1.178 -2.092 2.760 -0.1 0.4 0.0 0.454
H 1.923 -0.668 1.971 -0.1 -0.2 0.2 0.359
```
Forces are in eV/Å.

=====

(4)
Computed, not measured: a molecular structure, C22H26AsClN2PdS, with wB97M-V/def2-TZVPD.

Frontier orbital gap (spin up / spin down) in eV: 4.99 / 6.84
2S+1: 3
Max |F| in eV/Å: 1.02
Energy in a.u.: -4184.86337
Expectation value of S²: 2.024
HOMO energy (spin up / spin down) in eV: -5.456 / -7.312

The geometry in XYZ format:
```
54
Properties=species:S:1:pos:R:3:forces:R:3:mulliken_charge:R:1
Pd 1.176 0.785 0.430 0.3 -0.1 -0.3 -0.122
C -0.333 -0.178 2.845 -0.1 0.0 0.0 -0.897
N -0.537 -0.734 1.498 -0.1 -0.1 0.1 0.423
C -1.605 -1.431 1.383 0.3 -0.2 0.0 -0.353
C -2.130 -2.234 0.314 -0.1 0.1 0.0 0.115
C -3.153 -3.152 0.542 0.0 0.0 0.0 -0.657
C -3.399 -3.847 -0.649 0.0 0.0 0.0 -0.875
C -2.536 -3.336 -1.591 0.0 0.0 0.0 -0.381
N -1.757 -2.345 -1.031 0.0 -0.2 -0.1 0.576
C 1.122 -0.262 3.223 0.0 -0.1 0.0 0.499
C 1.569 -1.252 4.089 0.0 -0.1 -0.1 -0.640
C 2.924 -1.415 4.346 0.0 0.0 0.0 -0.550
C 3.856 -0.598 3.724 0.0 0.0 -0.1 -0.508
C 3.422 0.409 2.874 0.0 0.0 0.0 -0.425
C 2.064 0.580 2.628 0.1 0.3 0.4 -0.293
H -0.919 -0.739 3.584 0.0 0.1 0.0 0.549
H -0.676 0.862 2.862 0.1 0.0 -0.1 0.227
H -2.243 -1.548 2.270 0.0 0.0 0.0 0.191
H -3.642 -3.299 1.492 0.0 0.0 0.0 0.429
H -4.122 -4.629 -0.812 0.0 0.0 0.0 0.428
H -2.405 -3.571 -2.634 0.0 0.0 0.0 0.405
H 0.849 -1.913 4.556 0.0 0.0 0.0 0.345
H 3.252 -2.189 5.029 0.0 0.0 0.0 0.392
H 4.913 -0.734 3.912 0.0 0.0 0.0 0.399
H 4.136 1.076 2.407 0.0 0.0 0.0 0.457
H 1.731 1.532 2.149 0.1 -0.2 0.0 0.489
C -0.632 4.930 -2.225 0.1 -0.1 0.0 -1.025
As -0.941 2.988 -2.314 0.2 0.0 -0.4 0.233
C -2.898 3.071 -2.292 0.0 -0.2 -0.1 -1.025
C -0.854 -1.633 -1.769 0.2 0.2 0.5 -0.837
S -0.534 2.416 -0.207 0.1 -0.2 0.3 -0.373
H -0.553 5.284 -3.254 0.0 0.1 0.0 0.371
H 0.309 5.122 -1.710 0.0 0.0 -0.1 0.292
H -1.432 5.465 -1.716 0.0 -0.1 0.0 0.312
H -3.201 3.245 -3.326 -0.1 0.0 0.0 0.384
H -3.287 3.863 -1.655 0.1 0.0 0.0 0.334
H -3.293 2.110 -1.967 0.0 0.0 0.0 0.289
H 1.798 0.092 -3.692 0.0 -0.1 -0.1 0.339
H 1.436 -0.709 -1.973 -0.2 0.0 0.4 0.070
H 0.040 1.030 -0.659 -0.8 0.4 -0.5 0.216
Cl 0.813 -0.624 -3.187 -0.3 0.8 0.3 0.098
C 1.701 -2.130 -4.660 0.3 -0.3 -0.9 -0.325
C 2.176 -3.138 -3.986 0.2 0.0 0.6 -0.401
C 2.311 -3.707 -2.650 -0.2 -0.4 0.2 -0.233
C 2.289 -3.272 -1.381 0.2 0.2 -0.1 -0.181
C 2.354 -1.996 -0.658 -0.1 0.0 0.0 0.107
C 2.895 -0.817 -0.940 -0.1 -0.1 -0.1 0.154
C 3.551 0.306 -1.098 -0.1 -0.1 0.0 -0.610
H 2.523 -3.818 -4.775 0.0 0.2 -0.2 0.300
H 2.389 -4.788 -2.707 -0.1 0.0 0.0 0.270
H 2.263 -4.085 -0.663 0.0 0.0 0.0 0.276
H 1.967 -2.071 0.357 -0.1 0.1 0.0 0.158
H 3.068 1.230 -1.402 0.0 -0.1 -0.2 0.318
H 4.617 0.342 -0.897 0.0 0.0 0.2 0.264
```
Forces are in eV/Å.

=====

(5)
Computed, not measured: a molecular structure, C11H13BClNTi, with wB97M-V/def2-TZVPD.

Frontier orbital gap in eV: 6.24
Max |F| in eV/Å: 4.11
Energy in a.u.: -1816.19589
HOMO energy in eV: -8.005

The geometry in XYZ format:
```
28
Properties=species:S:1:pos:R:3:forces:R:3:mulliken_charge:R:1
C -2.238 -0.942 -0.457 0.3 1.1 -0.5 -0.303
C -1.610 -1.132 -1.731 -0.3 1.3 0.4 -0.470
C -1.376 0.167 -2.302 -0.8 -0.2 1.0 -0.393
H -1.355 -2.081 -2.172 0.0 0.0 0.0 0.388
C -1.831 1.156 -1.361 0.3 -1.3 0.0 -0.445
C -2.376 0.466 -0.230 0.8 -0.8 -0.7 -0.439
H -2.762 0.922 0.667 0.0 0.0 0.0 0.474
H -2.513 -1.718 0.236 0.1 0.0 0.0 0.489
H -0.943 0.365 -3.264 0.0 0.0 -0.1 0.632
H -1.765 2.226 -1.475 0.0 0.0 -0.1 0.425
Ti -0.008 -0.032 -0.434 0.6 -1.5 2.1 0.236
Cl 0.165 -2.050 1.083 0.2 -2.9 -2.8 -0.362
C 2.331 0.115 -0.096 -0.4 0.1 -1.1 -0.462
C 1.956 1.361 -0.703 -0.5 -1.4 -0.5 -0.322
C 1.460 1.074 -2.022 0.2 -0.6 1.3 -0.369
H 1.977 2.328 -0.229 0.0 0.1 0.0 0.399
C 1.552 -0.341 -2.236 0.2 0.4 1.4 -0.465
C 2.098 -0.936 -1.048 -0.3 1.4 -0.1 -0.355
H 2.252 -1.987 -0.880 0.0 0.0 0.1 0.453
H 2.681 -0.014 0.912 0.0 0.0 0.1 0.454
H 1.069 1.801 -2.711 0.0 0.1 -0.1 0.514
H 1.243 -0.877 -3.114 0.0 0.0 -0.2 0.511
B 0.000 -0.006 4.379 0.0 -0.1 3.2 -0.077
C -0.002 0.029 2.894 -0.1 1.4 -3.9 0.196
N -0.010 0.108 1.716 -0.3 3.2 2.3 -0.440
H -0.990 0.571 4.861 0.3 -0.2 -0.6 -0.094
H 0.990 0.571 4.861 -0.3 -0.2 -0.6 -0.092
H 0.000 -1.144 4.858 0.0 0.2 -0.6 -0.084
```
Forces are in eV/Å.

=====

(6)
Computed, not measured: 12 unconnected molecules or ions with the total composition H24O12, with wB97M-V/def2-TZVPD.

Frontier orbital gap in eV: 9.22
Max |F| in eV/Å: 2.82
Energy in a.u.: -917.13829
HOMO energy in eV: -9.130

The geometry in XYZ format:
```
36
Properties=species:S:1:pos:R:3:forces:R:3:mulliken_charge:R:1
O 0.692 -0.697 0.050 0.1 0.3 -0.1 -0.487
H -0.232 -0.440 0.146 0.0 -0.2 0.0 0.271
H 0.760 -0.986 -0.867 -0.1 -0.2 0.2 0.245
O 0.763 -1.740 3.092 0.1 0.0 0.2 -0.592
H 0.762 -0.990 3.697 0.0 0.0 -0.1 0.300
H 1.234 -2.429 3.572 -0.1 0.0 -0.1 0.295
O 2.844 1.053 0.851 -0.1 1.4 0.0 -0.524
H 1.967 1.212 1.217 0.0 -0.2 -0.2 0.270
H 2.712 1.098 -0.103 -0.3 -0.1 0.4 0.187
O -2.440 2.481 2.266 -0.2 0.1 0.3 -0.581
H -3.037 2.997 2.820 0.1 -0.1 0.0 0.290
H -1.708 3.082 2.088 -0.1 -0.1 -0.3 0.293
O 5.519 -0.443 -0.574 0.9 0.5 -1.4 -0.628
H 4.587 -0.197 -0.576 0.3 -0.2 0.4 0.310
H 5.512 -1.387 -0.768 0.0 0.2 0.2 0.303
O 2.825 2.074 -2.717 0.0 0.0 0.1 -0.643
H 3.029 1.550 -1.934 0.1 0.1 -0.3 0.348
H 3.508 2.755 -2.728 0.0 -0.1 0.0 0.320
O -4.846 0.597 0.355 -0.3 0.4 0.1 -0.549
H -4.278 0.714 1.125 0.1 0.0 0.0 0.299
H -5.528 1.269 0.463 0.0 0.0 0.0 0.277
O 3.874 -1.146 0.977 -0.4 -1.7 0.9 -0.465
H 3.469 -2.012 0.857 -0.2 0.0 0.1 0.257
H 3.947 -1.051 1.933 -0.1 0.2 -0.2 0.228
O -1.423 -0.674 -1.784 1.8 1.0 -1.1 -0.598
H -1.888 -0.822 -2.615 -0.1 -0.3 0.1 0.274
H -0.778 0.011 -1.994 0.2 0.1 -0.2 0.286
O -2.668 -3.387 -1.218 0.7 -2.7 -0.2 -0.632
H -3.012 -3.530 -2.107 0.0 0.1 0.2 0.294
H -3.385 -3.672 -0.640 0.0 0.0 -0.2 0.325
O -3.397 -1.325 -0.911 -1.9 1.5 0.9 -0.622
H -3.055 -0.442 -1.089 -0.6 -0.2 0.6 0.330
H -2.817 -1.667 -0.221 -0.1 0.2 -0.5 0.310
O -1.540 3.042 -0.425 0.1 0.1 -0.3 -0.578
H -2.179 2.545 -0.949 -0.1 0.0 0.2 0.289
H -1.213 3.716 -1.031 0.1 -0.1 0.0 0.299
```
Forces are in eV/Å.